## one
Molecular formula: C9H19N2S
Method: DFT, the ωB97M-V functional and the def2-TZVPD basis

XYZ file:
```
31
Properties=species:S:1:pos:R:3:nbo_charge:R:1
C 0.203 1.203 -1.899 -0.679
C -0.484 0.685 -0.587 0.244
N 0.207 -0.203 0.368 -0.396
C 0.459 -1.448 -0.330 -0.215
C 0.912 -2.526 0.684 -0.401
C 2.139 -1.960 1.454 -0.412
C 2.013 -0.508 1.957 -0.411
C 1.450 0.406 0.813 -0.243
N -1.769 0.099 -0.886 -0.677
C -2.739 1.121 -1.143 -0.240
C -2.654 2.341 -0.245 -0.542
S -0.943 2.219 0.391 0.147
H 1.251 1.389 -1.758 0.235
H -0.361 2.193 -2.212 0.265
H 0.136 0.595 -2.803 0.246
H -0.339 -0.251 1.196 0.442
H 1.093 -1.133 -1.112 0.215
H -0.434 -1.788 -0.743 0.237
H 1.231 -3.406 0.220 0.246
H 0.018 -2.685 1.194 0.205
H 2.558 -2.624 2.237 0.243
H 2.901 -1.881 0.781 0.204
H 1.432 -0.402 2.835 0.216
H 3.150 -0.124 2.162 0.251
H 1.099 1.352 1.332 0.260
H 2.111 0.391 -0.102 0.233
H -2.274 -0.475 -0.217 0.384
H -3.693 0.444 -1.071 0.234
H -2.602 1.397 -2.264 0.212
H -2.769 3.269 -0.855 0.251
H -3.305 2.311 0.605 0.243
```

Output
SMILES string: C[C@]1([NH+]2CCCCC2)NCCS1
E_HOMO in eV: -12.62
Multiplicity: 1
Charge: +1

=====

## two
Molecular formula: C9H19N2S
Method: DFT, the ωB97M-V functional and the def2-TZVPD basis

XYZ file:
```
31
Properties=species:S:1:pos:R:3:nbo_charge:R:1
C -1.448 -2.005 0.374 -0.745
S -1.872 -0.801 -0.998 0.220
C -1.541 0.716 0.023 -0.216
C -2.829 0.800 0.883 -0.629
C -1.485 1.930 -0.846 -0.630
C -0.141 0.518 0.580 0.619
N 0.085 0.953 1.782 -0.741
N 0.903 0.013 -0.160 -0.393
C 1.046 -0.354 -1.523 -0.237
C 2.587 -0.700 -1.667 -0.402
C 2.927 -1.184 -0.242 -0.443
C 2.167 -0.243 0.598 -0.254
H -1.870 -2.988 0.103 0.259
H -1.771 -1.765 1.491 0.236
H -0.399 -1.942 0.194 0.205
H -3.409 -0.010 0.430 0.265
H -2.659 0.467 1.945 0.209
H -3.286 1.745 0.917 0.237
H -1.499 2.836 -0.215 0.227
H -0.518 2.175 -1.379 0.231
H -2.307 2.026 -1.523 0.253
H -0.663 1.341 2.352 0.432
H 0.992 1.015 2.324 0.443
H 0.833 0.432 -2.326 0.237
H 0.542 -1.249 -1.797 0.228
H 3.151 0.203 -2.040 0.221
H 2.642 -1.506 -2.422 0.236
H 2.713 -2.237 -0.181 0.232
H 4.099 -1.328 -0.016 0.258
H 2.046 -0.755 1.596 0.225
H 2.724 0.689 0.764 0.217
```

Output
SMILES string: CSC(C)(C)C(=[NH2+])N1CCCC1
E_HOMO in eV: -12.11
Multiplicity: 1
Charge: +1

=====

Need the numbers? Relative energies in eV: one 0.491; two 0.000.

=====

## one
Molecular formula: C4H6NO
Method: DFT, the ωB97M-V functional and the def2-TZVPD basis

XYZ file:
```
12
Properties=species:S:1:pos:R:3:nbo_charge:R:1
C 0.496 0.027 -0.120 0.012
C 1.490 -0.796 0.202 -0.601
C -0.319 1.176 0.334 -0.484
C -0.511 0.492 -0.967 -0.322
N -2.404 -0.531 -0.552 -0.210
O -2.752 -0.107 0.616 -0.569
H 1.828 -1.577 -0.465 0.170
H 1.993 -0.726 1.155 0.173
H -1.141 0.989 1.043 0.219
H 0.126 2.166 0.438 0.168
H -0.581 0.806 -1.987 0.192
H -1.912 -1.458 -0.451 0.252
```

Output
E_HOMO (alpha / beta) in eV: -2.12 / -2.12
Multiplicity: 1
Charge: -1

=====

## two
Molecular formula: C4H6NO
Method: DFT, the ωB97M-V functional and the def2-TZVPD basis

XYZ file:
```
12
Properties=species:S:1:pos:R:3:nbo_charge:R:1
C -1.395 -2.244 0.854 -0.335
C -1.552 -1.082 0.867 -0.196
C 1.447 1.569 0.100 -0.528
C 0.212 -0.115 -0.887 -0.423
N 0.396 1.109 -0.551 0.054
O -0.601 1.979 -0.818 -0.715
H -1.137 -3.254 0.594 0.218
H 1.805 2.608 0.240 0.182
H 2.097 0.734 0.340 0.140
H -1.523 0.020 1.087 0.272
H 0.996 -0.897 -0.677 0.150
H -0.746 -0.427 -1.150 0.183
```

Output
E_HOMO in eV: -1.65
Multiplicity: 1
Charge: -1

=====

Need the numbers? Relative energies in eV: one 0.000; two 0.957.

=====

## one
Molecular formula: C2H3F2I
Method: DFT, the ωB97M-V functional and the def2-TZVPD basis

XYZ file:
```
8
Properties=species:S:1:pos:R:3:nbo_charge:R:1
C 0.723 -1.017 0.715 -0.590
C 0.849 -0.584 -0.452 0.750
F -0.216 -0.154 -1.164 -0.321
F 1.994 -0.515 -1.075 -0.295
H -0.123 -1.277 1.339 0.236
H 1.634 -1.424 1.118 0.219
I -2.373 2.190 0.562 -0.115
H -2.486 2.781 -1.043 0.116
```

Output
SMILES string: C=C(F)F.I
E_HOMO in eV: -10.01
Multiplicity: 1
Charge: 0

=====

## two
Molecular formula: C2H3F2I
Method: DFT, the ωB97M-V functional and the def2-TZVPD basis

XYZ file:
```
8
Properties=species:S:1:pos:R:3:nbo_charge:R:1
C -0.043 -0.138 0.012 -0.708
C -4.019 1.147 -0.571 0.586
F -5.100 0.486 -0.190 -0.354
F -3.809 2.029 0.396 -0.354
I -2.132 -0.705 0.012 0.152
H 0.422 -0.633 -0.830 0.226
H 0.024 0.938 -0.061 0.226
H 0.367 -0.497 0.950 0.225
```

Output
E_HOMO in eV: -8.98
Multiplicity: 1
Charge: 0

=====

Need the numbers? Relative energies in eV: one 0.000; two 1.315.